{
  "formula": "C5H8NP",
  "method": "ωB97M-V/def2-TZVPD",
  "de_lowest_kj_mol": 362.1,
  "e_tot_ha": -591.26459,
  "gap_ha": [0.251, 0.252],
  "charge": 0,
  "symbols": ["P", "N", "C", "C", "C", "C", "C", "H", "H", "H", "H", "H", "H", "H", "H"],
  "positions_angstrom": [[1.408, 0.169, 0.225], [2.767, 0.822, -0.114], [-1.283, -0.881, -0.242], [1.199, -1.703, 0.038], [-0.271, -1.772, 0.013], [-1.392, 0.675, -0.030], [-0.078, 1.481, 0.006], [-2.292, -1.372, -0.133], [0.047, 2.301, 0.657], [0.161, 1.996, -0.983], [-1.961, 0.702, 0.902], [-0.645, -2.820, 0.216], [-2.199, 1.032, -0.770], [2.709, 1.845, -0.406], [1.830, -2.474, 0.621]]
}

***

{
  "formula": "C5H8NP",
  "method": "ωB97M-V/def2-TZVPD",
  "multiplicity": 3,
  "de_lowest_kj_mol": 354.1,
  "e_tot_ha": -591.15815,
  "gap_ha": [0.231, 0.262],
  "charge": 0,
  "symbols": ["P", "N", "C", "C", "C", "C", "C", "H", "H", "H", "H", "H", "H", "H", "H"],
  "positions_angstrom": [[-1.874, 1.384, -0.197], [-1.522, -1.264, -0.565], [-2.428, -0.361, -0.468], [-0.258, 0.577, -0.174], [1.646, 1.641, 0.346], [0.986, -1.582, -0.123], [-0.244, -0.803, -0.311], [0.760, -2.147, 0.764], [1.316, 2.654, 0.597], [-3.446, -0.516, -0.765], [1.718, -0.856, 0.010], [2.271, 1.372, -0.562], [-1.843, 1.265, 1.305], [1.137, -2.280, -1.005], [1.783, 0.917, 1.149]]
}

***

{
  "formula": "C5H8NS",
  "method": "ωB97M-V/def2-TZVPD",
  "de_lowest_kj_mol": 427.1,
  "e_tot_ha": -647.83560,
  "gap_ha": [0.312, 0.312],
  "charge": 1,
  "symbols": ["S", "N", "C", "C", "C", "C", "C", "H", "H", "H", "H", "H", "H", "H", "H"],
  "positions_angstrom": [[1.396, 1.605, -0.122], [2.179, 0.436, 0.361], [0.479, -1.585, 1.584], [0.711, -1.229, 0.207], [-0.243, 0.894, -0.615], [-0.399, -0.400, -0.319], [-1.143, 1.804, -1.389], [-0.547, -1.950, 1.651], [0.474, -0.798, 2.186], [1.193, -2.344, 1.929], [-1.416, 1.559, -2.477], [1.377, -1.849, -0.250], [-1.358, -0.834, -0.623], [-0.637, 2.830, -1.349], [-2.066, 1.860, -0.772]]
}

***

{
  "formula": "C5H8O",
  "method": "ωB97M-V/def2-TZVPD",
  "multiplicity": 2,
  "de_lowest_kj_mol": 57.5,
  "e_tot_ha": -270.45249,
  "gap_ha": [0.131, 0.261],
  "charge": -1,
  "symbols": ["O", "C", "C", "C", "C", "C", "H", "H", "H", "H", "H", "H", "H", "H"],
  "positions_angstrom": [[-0.134, -1.718, 0.276], [-1.541, -0.868, -1.561], [-0.528, -0.635, -0.495], [-0.089, 0.617, -0.144], [0.639, 1.087, 1.023], [1.797, 1.875, 1.028], [2.238, 2.084, 0.049], [-1.321, -1.939, -1.764], [2.433, 1.920, 1.904], [-0.673, 1.353, -0.745], [-1.385, -0.258, -2.445], [0.618, -1.371, 0.789], [0.305, 0.708, 1.974], [-2.576, -0.705, -1.229]]
}

***

{
  "formula": "C5H8O",
  "method": "ωB97M-V/def2-TZVPD",
  "de_lowest_kj_mol": 199.8,
  "e_tot_ha": -270.48179,
  "gap_ha": 0.378,
  "charge": 0,
  "symbols": ["O", "C", "C", "C", "C", "C", "H", "H", "H", "H", "H", "H", "H", "H"],
  "positions_angstrom": [[1.479, -1.428, -0.184], [-1.297, -0.250, -0.480], [-0.543, -0.253, 0.849], [0.411, 0.850, 0.314], [0.913, -0.497, 0.693], [-0.341, 0.847, -1.019], [0.239, 0.598, -1.914], [2.421, -1.460, 0.037], [-2.322, 0.117, -0.365], [-1.011, -0.364, 1.826], [-0.861, 1.794, -1.186], [0.824, 1.735, 0.790], [1.406, -0.491, 1.664], [-1.317, -1.198, -1.026]]
}

***

{
  "formula": "C5H8O",
  "method": "ωB97M-V/def2-TZVPD",
  "de_lowest_kj_mol": 300.6,
  "e_tot_ha": -270.44342,
  "gap_ha": 0.356,
  "charge": 0,
  "symbols": ["O", "C", "C", "C", "C", "C", "H", "H", "H", "H", "H", "H", "H", "H"],
  "positions_angstrom": [[-0.306, -1.632, -1.501], [-0.175, -0.417, -1.391], [0.618, 1.138, 0.559], [-0.320, 0.151, -0.043], [1.386, 0.166, -0.238], [-1.362, -0.554, 0.829], [0.621, 2.184, 0.277], [1.941, -0.690, 0.117], [-1.942, 0.218, 1.365], [-1.000, -1.265, 1.574], [1.808, 0.590, -1.159], [-2.069, -1.086, 0.179], [0.008, 0.240, -2.254], [0.722, 0.968, 1.630]]
}

***

{
  "formula": "C5H8O",
  "method": "ωB97M-V/def2-TZVPD",
  "de_lowest_kj_mol": 444.7,
  "e_tot_ha": -270.38850,
  "gap_ha": 0.347,
  "charge": 0,
  "symbols": ["O", "C", "C", "C", "C", "C", "H", "H", "H", "H", "H", "H", "H", "H"],
  "positions_angstrom": [[1.531, 0.987, 1.186], [-0.055, 0.423, -1.349], [-1.118, -0.290, -0.495], [1.905, -0.588, 0.502], [-0.744, -0.020, 0.986], [0.750, 0.020, 0.977], [-1.089, -0.789, 1.686], [0.961, 0.094, -1.043], [-1.130, 0.950, 1.325], [-0.081, 0.152, -2.397], [-1.116, -1.370, -0.679], [-2.141, 0.058, -0.709], [2.478, -1.136, 1.239], [-0.149, 1.510, -1.228]]
}

***

{
  "formula": "C5H8O",
  "method": "ωB97M-V/def2-TZVPD",
  "de_lowest_kj_mol": 463.0,
  "e_tot_ha": -270.38156,
  "gap_ha": 0.307,
  "charge": 0,
  "symbols": ["O", "C", "C", "C", "C", "C", "H", "H", "H", "H", "H", "H", "H", "H"],
  "positions_angstrom": [[2.643, -0.578, -0.790], [-1.383, 1.246, -0.295], [-0.211, -0.827, -0.351], [2.156, 0.128, 0.063], [0.688, 0.179, 0.366], [-1.632, -0.236, -0.177], [-0.122, -1.843, 0.051], [0.371, 1.177, -0.050], [-2.288, -0.543, -1.000], [2.776, 0.829, 0.660], [0.520, 0.203, 1.450], [0.071, -0.861, -1.407], [-1.530, 1.710, 0.704], [-2.060, -0.586, 0.774]]
}

***

{
  "formula": "C5H8O",
  "method": "ωB97M-V/def2-TZVPD",
  "de_lowest_kj_mol": 396.3,
  "e_tot_ha": -270.40695,
  "gap_ha": 0.338,
  "charge": 0,
  "symbols": ["O", "C", "C", "C", "C", "C", "H", "H", "H", "H", "H", "H", "H", "H"],
  "positions_angstrom": [[0.567, 1.239, -1.157], [0.137, 0.354, 1.641], [1.044, -1.133, -0.788], [0.234, 0.117, -0.416], [-1.128, 0.299, 1.306], [-1.269, 0.249, -0.183], [2.121, -0.754, -0.935], [-1.953, -0.575, -0.608], [0.708, 0.352, 2.651], [1.536, 1.364, -1.223], [-1.667, 1.279, -0.475], [0.951, -1.736, 0.108], [0.699, -1.609, -1.788], [-1.979, 0.555, 1.867]]
}

***

{
  "formula": "C5H8O",
  "method": "ωB97M-V/def2-TZVPD",
  "de_lowest_kj_mol": 231.9,
  "e_tot_ha": -270.46956,
  "gap_ha": 0.396,
  "charge": 0,
  "symbols": ["O", "C", "C", "C", "C", "C", "H", "H", "H", "H", "H", "H", "H", "H"],
  "positions_angstrom": [[-0.710, -0.164, 1.348], [-0.563, -0.847, -1.187], [-1.653, 0.220, -1.031], [1.717, 0.102, 1.048], [-0.588, 0.066, -0.028], [0.346, 0.700, 0.877], [-1.688, 1.056, -1.723], [2.405, 0.413, 0.255], [-0.828, -1.893, -1.072], [0.200, -0.649, -1.938], [2.153, 0.374, 2.014], [-2.624, -0.145, -0.705], [0.216, 1.754, 1.130], [1.616, -0.987, 1.013]]
}

***

{
  "formula": "C5H8O",
  "method": "ωB97M-V/def2-TZVPD",
  "de_lowest_kj_mol": 485.2,
  "e_tot_ha": -270.37310,
  "gap_ha": 0.313,
  "charge": 0,
  "symbols": ["O", "C", "C", "C", "C", "C", "H", "H", "H", "H", "H", "H", "H", "H"],
  "positions_angstrom": [[1.726, -0.032, 0.334], [1.044, 0.160, -0.901], [-0.909, 0.223, 0.522], [1.630, 1.294, -0.190], [-0.440, -0.144, -0.849], [-1.515, -0.900, 1.260], [-2.566, -0.619, 1.431], [-0.609, -1.189, -1.163], [1.574, -0.239, -1.766], [2.571, 1.713, -0.538], [-1.477, -1.906, 0.815], [0.979, 1.969, 0.360], [-0.955, 0.514, -1.567], [-1.085, -0.921, 2.268]]
}

***

{
  "formula": "C5H8O",
  "method": "ωB97M-V/def2-TZVPD",
  "de_lowest_kj_mol": 222.4,
  "e_tot_ha": -270.47317,
  "gap_ha": 0.366,
  "charge": 0,
  "symbols": ["O", "C", "C", "C", "C", "C", "H", "H", "H", "H", "H", "H", "H", "H"],
  "positions_angstrom": [[0.504, -0.016, 1.402], [-0.319, 0.157, 0.263], [1.584, -0.568, 0.501], [-1.792, -0.116, 0.361], [0.746, -0.375, -0.729], [0.296, 1.050, -0.752], [2.486, 0.044, 0.619], [1.787, -1.622, 0.718], [-2.353, 0.740, 0.756], [-1.989, -0.979, 1.003], [0.578, -1.118, -1.502], [-2.175, -0.333, -0.642], [-0.337, 1.321, -1.589], [0.985, 1.815, -0.408]]
}

***

{
  "formula": "C5H8O",
  "method": "ωB97M-V/def2-TZVPD",
  "de_lowest_kj_mol": 222.9,
  "e_tot_ha": -270.47299,
  "gap_ha": 0.354,
  "charge": 0,
  "symbols": ["O", "C", "C", "C", "C", "C", "H", "H", "H", "H", "H", "H", "H", "H"],
  "positions_angstrom": [[-1.130, 1.307, 2.204], [-1.731, 0.520, -0.094], [0.474, 0.054, 0.059], [-1.323, 0.851, 1.138], [-0.656, -0.113, -0.947], [1.719, -0.782, 0.040], [-2.670, 0.936, -0.422], [-0.800, -1.174, -1.193], [-0.509, 0.432, -1.888], [1.460, -1.832, 0.181], [-0.179, -0.325, 0.973], [0.758, 1.128, 0.040], [2.397, -0.471, 0.843], [2.241, -0.657, -0.911]]
}

***

{
  "formula": "C5H8O",
  "method": "ωB97M-V/def2-TZVPD",
  "de_lowest_kj_mol": 357.8,
  "e_tot_ha": -270.42162,
  "gap_ha": 0.344,
  "charge": 0,
  "symbols": ["O", "C", "C", "C", "C", "C", "H", "H", "H", "H", "H", "H", "H", "H"],
  "positions_angstrom": [[-0.297, 0.610, 1.723], [0.360, -1.105, -0.357], [0.553, 1.342, 0.093], [-1.055, -0.521, -0.267], [-0.826, 0.830, 0.391], [1.247, 0.148, -0.475], [1.345, 0.469, -1.529], [-1.471, -0.341, -1.268], [-1.762, -1.154, 0.278], [0.180, 1.439, 1.941], [-1.681, 1.512, 0.400], [0.600, -1.643, 0.564], [2.271, 0.029, -0.104], [0.488, -1.799, -1.194]]
}

***

{
  "formula": "C5H8O",
  "method": "ωB97M-V/def2-TZVPD",
  "de_lowest_kj_mol": 377.0,
  "e_tot_ha": -270.41430,
  "gap_ha": 0.379,
  "charge": 0,
  "symbols": ["O", "C", "C", "C", "C", "C", "H", "H", "H", "H", "H", "H", "H", "H"],
  "positions_angstrom": [[1.485, -1.414, -0.385], [-1.665, 0.309, 0.231], [0.736, -0.741, 0.583], [1.269, 0.730, 0.234], [-0.509, -0.506, -0.327], [0.757, 0.021, -0.970], [0.677, 1.496, 0.742], [0.663, -1.036, 1.621], [1.096, 0.040, -1.987], [-2.242, -0.334, 0.910], [2.338, 0.970, 0.201], [-0.848, -1.387, -0.880], [-1.339, 1.175, 0.816], [-2.350, 0.661, -0.545]]
}

***

{
  "formula": "C5H8O",
  "method": "ωB97M-V/def2-TZVPD",
  "de_lowest_kj_mol": 250.2,
  "e_tot_ha": -270.46260,
  "gap_ha": 0.372,
  "charge": 0,
  "symbols": ["O", "C", "C", "C", "C", "C", "H", "H", "H", "H", "H", "H", "H", "H"],
  "positions_angstrom": [[-1.640, 0.289, -0.124], [-0.851, 0.895, 0.859], [0.612, 0.522, 0.619], [-0.966, -0.901, -0.509], [1.307, 0.278, -0.892], [0.503, -0.725, -0.164], [0.910, 0.995, -1.597], [1.033, -1.605, 0.166], [-1.135, -1.044, -1.581], [1.219, 0.833, 1.465], [-1.367, -1.750, 0.054], [-0.768, 0.279, 1.813], [-1.220, 1.932, 0.980], [2.364, 0.000, -1.090]]
}

***

{
  "formula": "C5H8O",
  "method": "ωB97M-V/def2-TZVPD",
  "de_lowest_kj_mol": 205.5,
  "e_tot_ha": -270.47964,
  "gap_ha": 0.373,
  "charge": 0,
  "symbols": ["O", "C", "C", "C", "C", "C", "H", "H", "H", "H", "H", "H", "H", "H"],
  "positions_angstrom": [[-1.092, -1.011, 0.022], [1.212, 1.012, -0.061], [-2.017, -0.308, 0.012], [1.370, -0.381, 0.458], [-3.034, 0.486, 0.024], [1.825, -1.392, -0.260], [-4.026, 0.135, 0.235], [2.022, 1.641, 0.311], [2.078, -1.282, -1.301], [1.949, -2.377, 0.158], [0.273, 1.447, 0.280], [1.234, 1.024, -1.150], [-2.934, 1.525, -0.233], [1.140, -0.519, 1.505]]
}